11
Properties=species:S:1:pos:R:3:forces:R:3 method="wB97M-V/def2-TZVPD" de_lowest_kcal_mol=94.7 largest_force_ev_per_a=5.70 spin_multiplicity=1 total_energy_ha=-1050.77473
H 1.220 1.769 -1.140 1.11 -0.09 -0.34
C -0.681 -1.521 0.946 0.31 -1.48 0.19
C -1.555 0.663 -0.318 1.96 -3.74 3.84
O 1.298 0.311 0.148 1.32 0.27 -0.40
H -1.953 1.092 -1.088 -2.39 2.52 -4.38
H -0.930 1.151 0.396 0.05 0.31 0.16
S -1.608 -0.994 -0.295 0.78 1.58 1.15
H 0.131 -1.108 1.580 -1.13 0.25 -0.91
H 2.990 0.895 -0.791 -0.63 0.36 -0.28
C 1.888 1.015 -0.646 -1.37 -0.45 1.04
Cl -0.799 -3.274 1.207 0.00 0.46 -0.06